# 1
DFT (the ωB97M-V functional and the def2-TZVPD basis) results for a molecular structure, C9H12AsIN4O6PdS.

## Properties
2S+1 = 1
HOMO-LUMO gap = 4.29 eV
Total charge = -2
Maximum force = 1.55 eV/A

The geometry in XYZ format:
```
35
Properties=species:S:1:pos:R:3:forces:R:3:mulliken_charge:R:1
Pd -0.156591 -0.450861 0.228817 -0.714 -0.970 -0.969 0.046
O -1.668913 0.071703 3.714126 0.088 -0.050 -0.111 -0.638
As -2.081093 -1.078944 2.426325 -0.247 -0.450 0.416 1.024
O -3.556907 -1.711032 2.809833 0.111 0.219 -0.167 -0.839
O -0.838887 -2.168648 2.206935 0.023 0.259 -0.014 -0.767
C -2.240060 0.014164 0.794902 0.564 0.163 0.154 -0.082
C -3.213031 -0.480342 -0.110644 0.002 0.216 0.069 -0.483
C -3.561519 0.201801 -1.252981 0.002 -0.026 -0.014 -0.603
C -2.924271 1.409841 -1.574389 -0.017 0.012 0.006 -0.472
C -1.917569 1.893497 -0.775583 -0.129 -0.139 0.162 -0.729
C -1.538268 1.209582 0.410029 0.585 -0.394 -0.049 0.387
S -0.176018 2.029880 1.281954 0.138 0.906 0.265 1.440
O 0.757996 2.395916 0.180851 -0.141 -0.034 0.196 -0.847
O -0.721729 3.219004 1.917423 -0.031 -0.045 -0.072 -0.800
O 0.471136 1.122112 2.245665 -0.271 0.090 -0.095 -0.636
H -0.814652 0.476479 3.472115 -0.063 0.003 -0.045 0.370
H -3.725390 -1.392832 0.166008 -0.031 -0.039 0.022 0.407
H -4.328294 -0.201331 -1.905986 -0.015 0.022 0.002 0.328
H -3.209199 1.957619 -2.466066 0.004 -0.010 -0.025 0.328
H -1.398925 2.808359 -1.027195 0.026 0.006 -0.007 0.381
I 4.163113 -0.653837 -4.842636 -0.062 -0.001 0.082 0.003
C 2.894569 -0.289468 -3.245898 0.031 -0.083 -0.082 -0.565
C 2.763568 0.899151 -2.560477 -0.093 -0.088 0.025 -0.180
N 1.825050 0.684401 -1.626870 0.148 -0.228 -0.266 0.495
N 1.340984 -0.565794 -1.659906 0.207 0.498 -0.032 -0.445
C 1.981739 -1.175701 -2.643883 0.043 -0.021 0.026 -0.430
H 3.259155 1.847301 -2.686794 -0.046 -0.019 0.058 0.459
H 1.441605 1.338701 -0.916930 -0.160 0.223 0.224 0.289
H 1.784149 -2.210057 -2.874609 -0.009 0.033 0.005 0.440
N 3.203892 -2.296140 1.632907 -0.137 -0.045 -0.005 -0.726
N 1.909457 -1.718999 1.372206 0.202 -0.132 0.155 -0.029
H 3.451590 -2.182958 2.610628 0.050 0.032 0.100 0.208
H 3.877533 -1.764247 1.099205 0.029 0.032 -0.082 0.206
H 1.762984 -0.879249 1.922779 -0.010 0.116 0.061 0.181
H 1.182793 -2.359073 1.678141 -0.076 -0.054 0.010 0.279
```
Forces are in eV/Å.

=====

# 2
DFT (the ωB97M-V functional and the def2-TZVPD basis) results for a molecular structure, C9H12BCl2F4O17Pd.

## Properties
2S+1 = 3
HOMO-LUMO gap (spin up / spin down) = 8.00 / 6.16 eV
Total charge = -1
Energy above the lowest of the compared OMol25 structures with the same formula, charge and spin = 2.429 eV
Maximum force = 7.45 eV/A

The geometry in XYZ format:
```
46
Properties=species:S:1:pos:R:3:forces:R:3:lowdin_spin:R:1
Pd -0.170190 -0.800004 0.531139 -0.297 -0.294 0.308 1.708
Cl 0.247940 0.709786 -2.380001 1.331 -3.837 -3.719 0.003
O -0.402670 0.418576 -3.674211 1.123 0.479 1.757 0.003
O 0.709280 -0.544414 -1.755561 0.795 -1.178 -0.249 0.049
O 1.330560 1.591776 -2.509111 1.806 1.190 -0.940 0.001
O -0.610750 1.165746 -1.446821 -5.277 3.478 3.939 0.000
Cl -1.269300 -3.059174 3.089029 -1.476 -0.831 2.320 0.001
O -2.352730 -2.912164 2.131049 0.566 -1.452 0.820 0.004
O -0.178180 -2.340184 2.531029 3.034 2.141 -2.292 0.063
O -1.591350 -2.454824 4.349499 -0.680 0.257 -0.112 0.003
O -0.746390 -4.388274 3.432169 -1.192 0.407 -1.545 0.013
B -3.048720 0.402936 1.864379 -3.573 -1.680 -0.210 0.002
F -1.682300 0.068986 1.799659 1.033 -0.182 -0.218 0.047
F -3.509170 0.405686 3.152889 0.793 0.780 1.421 0.003
F -3.305910 1.546756 1.194329 0.593 1.927 -0.563 0.000
F -3.909490 -0.566604 1.265389 0.874 -0.536 -0.736 0.000
C 0.894940 4.553546 0.928649 1.105 -1.279 -1.565 0.000
C 2.432470 4.273646 1.120659 -0.392 0.187 -0.240 0.000
O 2.542050 2.838446 1.098629 -2.061 -0.346 0.711 0.002
C 1.242490 2.299386 1.180829 0.984 -1.026 -0.094 0.004
O 1.037950 1.103346 1.298479 0.589 1.831 -0.240 0.030
O 0.326350 3.244816 1.111089 -0.159 -0.280 0.722 0.000
H 0.769400 4.700426 -0.144091 -0.290 0.656 0.077 0.000
H 0.343860 5.295846 1.506059 0.454 -0.253 0.218 0.000
H 2.850330 4.721446 2.022299 -0.033 -0.392 0.201 0.000
H 3.035660 4.583176 0.267159 -0.270 0.419 0.049 0.000
C -4.043520 -2.709654 -3.247431 -0.741 0.737 -3.611 0.000
C -4.690070 -1.335324 -3.153381 0.026 -0.935 1.308 0.000
O -4.008140 -0.862014 -1.988641 0.766 1.244 0.817 0.000
C -2.854580 -1.579404 -1.766101 -1.583 -0.035 1.049 0.001
O -2.068430 -1.532414 -0.871471 0.215 1.251 0.057 0.020
O -2.834960 -2.568044 -2.623001 1.487 -1.719 -0.031 0.000
H -3.793230 -2.689094 -4.308101 -0.156 -1.348 -0.279 0.000
H -4.645970 -3.576744 -2.976691 0.258 0.131 0.429 0.000
H -5.761520 -1.452884 -2.991251 0.063 0.484 0.385 0.000
H -4.524830 -0.724094 -4.040621 0.286 0.216 0.275 0.000
C 5.245850 -1.110224 0.865799 2.288 2.198 -1.141 0.001
C 4.731320 -0.111474 -0.205501 1.526 0.026 -0.407 0.000
O 3.366610 -0.312714 -0.171751 -0.753 2.435 -1.522 -0.001
C 3.022860 -1.233964 0.632879 -0.378 -0.737 0.553 0.005
O 1.884120 -1.561984 0.773289 -0.081 -1.316 0.742 0.036
O 4.105180 -1.754124 1.245799 -1.401 -1.948 1.041 0.002
H 5.783200 -0.645784 1.692629 -0.728 0.395 0.451 0.000
H 6.082570 -1.655454 0.429079 -0.679 -1.214 -0.202 0.000
H 5.018350 -0.374814 -1.223521 0.450 -0.021 0.084 0.000
H 4.999070 0.931536 -0.036611 -0.245 -0.033 0.184 0.000
```
Forces are in eV/Å.

=====

# 3
DFT (the ωB97M-V functional and the def2-TZVPD basis) results for a molecular structure, C9H12BF4Sr.

## Properties
2S+1 = 1
HOMO-LUMO gap = 8.50 eV
Total charge = +1
Energy above the lowest of the compared OMol25 structures with the same formula, charge and spin = 0.000 eV
Maximum force = 0.80 eV/A

The geometry in XYZ format:
```
27
Properties=species:S:1:pos:R:3:forces:R:3:mulliken_charge:R:1
Sr -1.307882 -0.594213 0.259354 0.613 0.330 0.392 1.815
C -3.132340 2.015841 2.319741 0.013 0.067 0.041 -1.605
C -2.124185 2.268707 1.230643 -0.213 -0.105 -0.088 1.164
C -2.418067 1.942358 -0.099124 0.141 -0.215 0.065 -1.797
C -1.476228 2.145187 -1.122500 -0.214 -0.163 -0.071 0.863
C -1.828450 1.812834 -2.551158 0.027 0.015 -0.013 -1.399
C -0.238671 2.676526 -0.789603 0.044 0.001 0.099 -0.533
C 0.071834 3.031827 0.527693 -0.082 -0.013 0.003 0.686
C 1.431112 3.553672 0.876031 0.036 0.018 0.000 -1.564
C -0.884439 2.831192 1.517670 0.060 -0.032 -0.038 -0.368
H -2.657543 1.604065 3.210744 -0.011 0.000 -0.005 0.407
H -3.920839 1.335579 1.991847 -0.005 0.011 0.011 0.339
H -3.618349 2.947877 2.611760 -0.001 0.002 0.003 0.365
H -3.391035 1.510914 -0.339565 -0.073 0.218 -0.048 0.488
H -0.943132 1.777778 -3.183464 0.000 -0.013 -0.001 0.410
H -2.500213 2.566088 -2.964463 -0.008 0.006 0.004 0.322
H -2.352927 0.855093 -2.639494 -0.016 0.019 -0.021 0.266
H 0.499738 2.834040 -1.567321 0.000 0.002 -0.009 0.459
H 1.399517 4.175237 1.768726 0.000 0.013 -0.005 0.400
H 1.857775 4.132364 0.058572 -0.001 0.009 -0.001 0.400
H 2.102288 2.716432 1.080017 -0.008 0.002 -0.002 0.309
H -0.645181 3.086586 2.543354 0.000 0.001 0.002 0.476
F 0.743465 0.337039 1.343054 -0.016 -0.138 0.038 -0.197
B 0.671125 -0.854671 2.154814 0.024 -0.004 -0.133 0.291
F -0.697097 -0.837196 2.633219 -0.179 0.085 -0.049 -0.415
F 1.599576 -0.978882 3.090770 -0.033 0.023 -0.036 -0.206
F 0.628960 -1.892841 1.154364 -0.099 -0.136 -0.141 -0.376
```
Forces are in eV/Å.

=====

# 4
DFT (the ωB97M-V functional and the def2-TZVPD basis) results for 2 unconnected molecules or ions with the total composition C9H12Cl2FIN.

## Properties
2S+1 = 1
HOMO-LUMO gap = 7.80 eV
Total charge = +1
Maximum force = 5.28 eV/A

The geometry in XYZ format:
```
26
Properties=species:S:1:pos:R:3:forces:R:3:mulliken_charge:R:1
F 5.491795 -2.019253 0.945073 -3.855 0.002 -0.971 -0.266
C 4.047961 -2.028618 0.614397 -0.957 0.341 -0.236 -0.090
C 3.633239 -0.918153 -0.559664 0.968 -0.365 0.110 -0.712
N 2.090974 -0.891340 -0.537323 -2.248 0.498 0.259 0.179
C 1.452161 0.221103 0.264137 -4.316 -2.526 -1.698 -0.038
C -0.193776 0.264736 0.312404 2.109 -2.926 -1.732 -0.033
C -1.071486 -0.903771 -0.457660 4.380 -0.387 -0.252 -0.094
C -0.263404 -2.090472 -1.277963 2.932 3.613 2.382 -0.455
I -1.209058 -3.771191 -2.326152 0.917 1.780 1.088 0.217
C 1.376202 -2.000476 -1.276979 -2.958 2.094 1.626 -0.006
H 3.648694 -3.075635 0.222439 1.530 1.974 0.900 0.252
H 3.342297 -1.760982 1.538633 2.158 -0.515 -1.620 0.265
H 3.977973 -1.244241 -1.637015 -0.702 0.625 2.274 0.324
H 4.069873 0.159108 -0.338660 -1.115 -2.341 -0.370 0.316
H 2.064482 1.047750 0.852447 -1.042 -2.223 -1.645 0.357
H -0.717663 1.129047 0.938925 1.134 -2.111 -1.644 -0.051
H -2.242271 -0.949047 -0.453418 2.596 0.293 0.127 0.428
H 2.040178 -2.799627 -1.839298 -1.421 2.006 1.343 0.363
Cl -2.110472 3.015208 1.627402 0.077 0.061 0.106 -0.212
C -3.658779 3.390720 0.830066 -0.440 0.071 -0.301 -0.378
C -4.438557 2.136223 0.469418 -0.233 0.236 0.399 -0.478
Cl -3.651694 1.205087 -0.830098 0.020 0.046 -0.066 -0.180
H -3.446600 4.001337 -0.053375 0.029 -0.224 0.187 0.315
H -4.236976 3.998523 1.532459 0.096 -0.198 -0.070 0.319
H -5.433821 2.408251 0.105984 0.220 0.027 0.014 0.360
H -4.561271 1.475714 1.333821 0.121 0.149 -0.210 0.300
```
Forces are in eV/Å.

=====

# 5
DFT (the ωB97M-V functional and the def2-TZVPD basis) results for a single C9H12ClN3O3 molecule.

## Properties
2S+1 = 1
HOMO-LUMO gap = 9.02 eV
Structure (SMILES) = Cc1nc(N)[nH]c(=O)c1CC(=O)OCCCl
Total charge = 0
Maximum force = 0.63 eV/A

The geometry in XYZ format:
```
28
Properties=species:S:1:pos:R:3:forces:R:3:mulliken_charge:R:1
C 0.457886 2.281734 0.419702 0.025 -0.061 -0.005 -1.090
C 1.401669 1.185815 0.044037 0.019 -0.550 0.112 1.246
N 2.520137 1.597879 -0.604807 0.356 0.407 -0.315 -0.690
C 3.379843 0.702445 -0.984523 -0.251 -0.033 0.254 0.298
N 4.523067 1.100983 -1.599043 0.266 -0.154 -0.119 -0.417
N 3.214848 -0.622256 -0.740771 0.237 0.050 -0.191 -0.078
C 2.102627 -1.139179 -0.062570 -0.046 0.288 0.008 0.150
O 2.031964 -2.334978 0.145826 0.014 -0.264 -0.014 -0.709
C 1.151384 -0.128468 0.326888 -0.143 0.053 0.120 0.148
C -0.092727 -0.611286 1.010746 0.191 0.085 -0.194 -1.205
C -1.332352 -0.383200 0.179848 0.109 0.031 -0.072 0.650
O -1.369298 -0.197953 -1.005003 0.050 -0.006 -0.009 -0.556
O -2.423265 -0.402349 0.970568 -0.127 -0.130 0.355 -0.300
C -3.695820 -0.332937 0.343909 -0.336 -0.060 -0.385 -0.575
C -4.444171 -1.645249 0.523558 0.293 0.254 0.012 -0.425
Cl -3.636684 -2.954584 -0.383702 -0.020 -0.042 0.022 -0.198
H -0.439707 2.217704 -0.192659 -0.116 0.023 -0.044 0.203
H 0.936145 3.240705 0.245787 -0.015 0.036 0.031 0.405
H 0.164186 2.199844 1.464207 -0.079 0.021 0.093 0.338
H 5.053267 0.438126 -2.137811 -0.014 0.080 -0.017 0.218
H 4.543462 2.061499 -1.896126 -0.041 -0.028 -0.002 0.257
H 3.909293 -1.299285 -1.033797 -0.140 0.066 0.105 0.244
H -0.238861 -0.150940 1.989849 -0.029 -0.073 -0.005 0.344
H 0.008751 -1.692874 1.151127 -0.108 0.091 0.084 0.383
H -3.557688 -0.104544 -0.718877 -0.131 -0.019 0.231 0.378
H -4.255104 0.472938 0.830166 0.060 -0.093 -0.042 0.336
H -5.460044 -1.559490 0.141249 0.049 0.019 0.065 0.357
H -4.452809 -1.940099 1.572222 -0.075 0.009 -0.081 0.286
```
Forces are in eV/Å.

=====

# 6
DFT (the ωB97M-V functional and the def2-TZVPD basis) results for a single C9H12ClNO3S molecule.

## Properties
2S+1 = 1
HOMO-LUMO gap = 9.69 eV
Structure (SMILES) = NC[C@@H](CS(=O)(=O)O)c1ccc(Cl)cc1
Total charge = 0
Energy above the lowest of the compared OMol25 structures with the same formula, charge and spin = 0.000 eV
Maximum force = 0.96 eV/A

The geometry in XYZ format:
```
27
Properties=species:S:1:pos:R:3:forces:R:3:mulliken_charge:R:1
N 1.825485 0.469153 -3.330076 -0.121 0.106 -0.179 -0.644
C 2.330063 -0.237541 -2.175530 -0.206 -0.225 0.234 -1.206
C 1.231781 -0.796126 -1.233949 0.261 0.322 -0.349 0.006
C 1.825921 -1.570890 -0.073154 -0.773 -0.236 0.178 -0.911
S 0.464971 -2.346697 0.826557 0.325 -0.285 0.858 1.288
O -0.549003 -2.761493 -0.084989 -0.044 0.297 -0.167 -0.560
O 0.978891 -3.305297 1.758794 0.231 0.069 0.082 -0.702
O -0.091317 -1.114761 1.711044 -0.004 -0.166 -0.875 -0.420
C 0.329879 0.293136 -0.707287 -0.138 0.177 -0.349 -0.080
C 0.846798 1.389991 -0.027131 -0.090 -0.059 -0.110 0.131
C 0.013820 2.371959 0.475530 -0.021 0.035 0.048 -1.055
C -1.355155 2.255313 0.299896 0.098 -0.214 -0.085 0.484
Cl -2.402960 3.471689 0.938984 -0.140 0.164 0.078 -0.221
C -1.891016 1.173008 -0.377678 -0.031 0.128 0.058 -0.926
C -1.045171 0.201066 -0.879663 0.112 0.153 -0.042 0.228
H 1.263462 1.262913 -3.041005 -0.013 -0.054 -0.077 0.307
H 1.237467 -0.138416 -3.890445 -0.001 0.099 0.004 0.285
H 2.943834 -1.068571 -2.533547 0.066 0.025 0.125 0.494
H 2.978747 0.447879 -1.625237 0.076 -0.110 0.052 0.372
H 0.616905 -1.500521 -1.804617 0.097 0.123 -0.037 0.486
H 2.468527 -2.384622 -0.397610 0.038 -0.165 0.030 0.454
H 2.344657 -0.945079 0.644873 0.134 0.058 0.097 0.324
H -0.027999 -1.342685 2.640551 0.130 -0.283 0.409 0.329
H 1.912529 1.486749 0.118967 0.145 0.016 0.030 0.352
H 0.420604 3.219492 1.004644 0.008 0.088 0.045 0.398
H -2.958675 1.088901 -0.504862 -0.104 0.025 -0.001 0.410
H -1.461767 -0.654197 -1.388670 -0.036 -0.088 -0.055 0.379
```
Forces are in eV/Å.

=====

2S+1 of number 4 (C9H12Cl2FIN)? 1

=====

maximum force of number 6 (C9H12ClNO3S)? 0.96 eV/A